A structure of composition C52H65Br2NO6P2RhSSi in a non-equilibrium geometry. Source: OMol25; level of theory: ωB97M-V with the def2-TZVPD basis set.

Atoms and positions in Å:
Rh 0.000 -0.048 -0.160
C 2.617 0.347 -2.589
C 3.110 0.825 -1.273
C 4.407 1.361 -1.136
C 4.864 1.740 0.094
C 4.051 1.548 1.227
C 4.452 1.837 2.552
Br 6.174 2.560 2.883
C 3.612 1.602 3.616
C 2.350 1.080 3.390
Br 1.169 0.734 4.823
C 1.884 0.716 2.110
O 0.774 0.121 1.957
C 2.760 1.013 1.003
N 2.315 0.713 -0.230
H 3.269 0.648 -3.405
H 1.606 0.703 -2.774
H 2.573 -0.743 -2.568
H 5.028 1.476 -2.012
H 5.848 2.167 0.209
H 3.938 1.816 4.622
C -2.323 1.816 -1.829
C -1.195 2.811 -1.637
P -0.314 2.461 -0.040
C 0.757 3.942 -0.054
C 0.668 4.946 0.904
C 1.384 6.119 0.738
C 2.197 6.295 -0.370
C 2.331 5.273 -1.296
C 1.625 4.097 -1.134
C -1.562 2.899 1.228
C -2.571 3.833 1.005
C -3.471 4.137 2.011
C -3.357 3.549 3.261
C -2.339 2.642 3.498
C -1.459 2.308 2.484
P -1.655 0.100 -2.024
C -3.253 -0.721 -2.324
C -4.306 -0.504 -1.437
C -5.579 -0.945 -1.747
C -5.813 -1.615 -2.938
C -4.754 -1.897 -3.787
C -3.474 -1.466 -3.478
C -0.902 0.130 -3.689
C 0.009 -0.881 -3.992
C 0.686 -0.872 -5.198
C 0.485 0.154 -6.107
C -0.424 1.156 -5.813
C -1.119 1.142 -4.618
H -2.942 2.057 -2.696
H -2.966 1.819 -0.947
H -1.557 3.842 -1.629
H -0.466 2.726 -2.448
H 0.025 4.824 1.763
H 1.293 6.907 1.469
H 2.719 7.228 -0.515
H 2.975 5.398 -2.153
H 1.732 3.293 -1.851
H -2.658 4.337 0.054
H -4.257 4.853 1.825
H -4.052 3.800 4.048
H -2.216 2.200 4.474
H -0.685 1.581 2.668
H -4.127 0.019 -0.510
H -6.394 -0.751 -1.064
H -6.817 -1.917 -3.200
H -4.930 -2.441 -4.703
H -2.656 -1.682 -4.150
H 0.198 -1.657 -3.264
H 1.402 -1.651 -5.412
H 1.040 0.176 -7.033
H -0.584 1.962 -6.513
H -1.832 1.928 -4.432
C 2.788 -5.653 -2.697
C 2.375 -4.393 -3.454
C 3.490 -3.963 -4.413
C 1.093 -4.694 -4.240
O 2.155 -3.298 -2.569
Si 1.420 -3.311 -1.109
O 0.893 -1.835 -0.843
O 2.319 -3.932 0.100
C 3.442 -3.556 0.864
C 4.641 -4.410 0.437
C 3.766 -2.078 0.672
C 3.093 -3.805 2.338
O 0.165 -4.336 -1.306
C -0.665 -5.051 -0.430
C 0.131 -6.142 0.294
C -1.780 -5.663 -1.288
C -1.274 -4.096 0.601
H 3.020 -6.448 -3.401
H 1.974 -5.970 -2.054
H 3.657 -5.462 -2.076
H 3.654 -4.729 -5.163
H 4.412 -3.798 -3.863
H 3.215 -3.039 -4.911
H 1.216 -5.604 -4.825
H 0.854 -3.879 -4.917
H 0.275 -4.822 -3.536
H 4.943 -4.148 -0.575
H 4.393 -5.467 0.464
H 5.476 -4.227 1.106
H 4.063 -1.889 -0.355
H 4.563 -1.763 1.340
H 2.867 -1.509 0.881
H 2.859 -4.853 2.508
H 2.226 -3.205 2.610
H 3.926 -3.528 2.979
H 0.449 -6.912 -0.403
H -0.479 -6.600 1.068
H 1.016 -5.699 0.742
H -1.352 -6.303 -2.055
H -2.344 -4.871 -1.777
H -2.451 -6.256 -0.674
H -0.487 -3.729 1.254
H -2.035 -4.615 1.180
H -1.710 -3.245 0.081
O -2.121 -0.353 0.777
S -2.918 -0.357 2.053
C -1.865 -1.119 3.352
C -2.387 -2.518 3.651
C -3.873 -2.529 3.306
C -3.994 -1.862 1.950
H -1.930 -0.460 4.216
H -0.844 -1.112 2.976
H -2.220 -2.776 4.696
H -1.862 -3.249 3.037
H -4.437 -1.959 4.047
H -4.274 -3.544 3.289
H -5.011 -1.552 1.723
H -3.604 -2.479 1.142

- Frontier orbital gap (alpha / beta): 6.18 / 5.15 eV
- Multiplicity: 5
- Total charge: +1
- HOMO energy (alpha / beta): -9.2 / -10.6 eV

***

A cluster of 13 separate species, C52H65N13 in total in a non-equilibrium geometry. Source: OMol25; level of theory: ωB97M-V with the def2-TZVPD basis set.

Atoms and positions in Å:
N 0.595 -0.564 1.021
C 1.380 0.038 0.083
C 0.612 0.879 -0.717
C -0.683 0.779 -0.179
C -0.683 -0.094 0.873
H 0.960 -1.288 1.619
H 2.419 -0.174 -0.119
H 0.906 1.511 -1.535
H -1.525 1.339 -0.564
H -1.501 -0.449 1.478
N -0.240 2.909 -5.748
C -0.571 4.208 -5.388
C -0.796 4.210 -4.039
C -0.719 2.878 -3.573
C -0.430 2.100 -4.664
H 0.073 2.574 -6.637
H -0.500 5.014 -6.099
H -1.078 5.053 -3.432
H -0.851 2.550 -2.556
H -0.257 1.040 -4.772
N 0.809 6.721 -0.931
C 0.463 5.433 -1.255
C -0.657 5.091 -0.531
C -0.970 6.196 0.274
C -0.069 7.188 0.012
H 1.605 7.192 -1.316
H 0.992 4.830 -1.974
H -1.218 4.183 -0.686
H -1.717 6.216 1.052
H 0.077 8.152 0.470
N 4.154 -2.332 -3.073
C 5.210 -3.065 -3.545
C 6.053 -3.321 -2.480
C 5.548 -2.641 -1.367
C 4.370 -2.049 -1.753
H 3.349 -2.020 -3.592
H 5.292 -3.408 -4.562
H 6.993 -3.850 -2.497
H 5.916 -2.596 -0.354
H 3.670 -1.499 -1.149
N 1.740 4.224 1.563
C 2.406 3.095 1.947
C 2.934 3.318 3.213
C 2.682 4.675 3.512
C 1.962 5.211 2.472
H 1.124 4.350 0.766
H 2.361 2.233 1.302
H 3.526 2.602 3.758
H 3.015 5.313 4.316
H 1.513 6.186 2.387
N 1.615 -2.385 -5.233
C 1.829 -1.053 -5.069
C 1.414 -0.709 -3.803
C 0.869 -1.876 -3.216
C 1.079 -2.931 -4.087
H 1.871 -2.890 -6.060
H 2.391 -0.486 -5.795
H 1.428 0.276 -3.368
H 0.386 -1.885 -2.252
H 0.836 -3.978 -4.134
N 2.452 -3.617 2.197
C 1.809 -3.653 3.401
C 2.076 -2.487 4.066
C 2.905 -1.715 3.226
C 3.039 -2.376 2.030
H 2.361 -4.295 1.462
H 1.233 -4.527 3.657
H 1.674 -2.241 5.035
H 3.392 -0.769 3.408
H 3.642 -2.152 1.166
N -4.268 3.336 0.551
C -3.923 2.473 -0.449
C -3.745 3.222 -1.601
C -4.043 4.558 -1.279
C -4.300 4.611 0.076
H -4.461 3.078 1.500
H -3.756 1.438 -0.197
H -3.469 2.802 -2.553
H -4.062 5.407 -1.942
H -4.550 5.417 0.746
N -3.752 -2.401 -1.562
C -2.785 -1.514 -1.875
C -2.619 -1.512 -3.250
C -3.641 -2.357 -3.744
C -4.393 -2.847 -2.695
H -3.907 -2.715 -0.617
H -2.121 -1.098 -1.133
H -1.824 -1.007 -3.770
H -3.804 -2.648 -4.773
H -5.092 -3.662 -2.646
N -4.743 -3.273 1.740
C -6.021 -3.666 1.481
C -6.765 -2.560 1.152
C -5.885 -1.461 1.148
C -4.640 -1.919 1.537
H -3.951 -3.848 1.982
H -6.340 -4.693 1.566
H -7.808 -2.575 0.886
H -6.143 -0.429 0.972
H -3.715 -1.425 1.778
N -1.853 -4.540 2.946
C -1.505 -3.381 2.293
C -1.694 -3.582 0.942
C -2.209 -4.884 0.788
C -2.343 -5.444 2.037
H -1.740 -4.671 3.935
H -1.034 -2.604 2.871
H -1.455 -2.900 0.143
H -2.491 -5.322 -0.157
H -2.740 -6.378 2.397
N -0.974 -1.214 5.055
C -1.331 -2.315 5.809
C -2.655 -2.615 5.621
C -3.133 -1.611 4.752
C -2.126 -0.736 4.469
H -0.049 -0.843 4.961
H -0.596 -2.851 6.392
H -3.276 -3.419 5.974
H -4.089 -1.529 4.255
H -2.069 0.081 3.768
N 6.412 0.646 -0.088
C 5.128 0.697 0.401
C 5.201 0.772 1.764
C 6.584 0.908 2.109
C 7.280 0.776 0.943
H 6.645 0.556 -1.058
H 4.357 0.480 -0.320
H 4.371 0.851 2.447
H 7.019 1.116 3.071
H 8.347 0.836 0.790

- Frontier orbital gap: 8.02 eV
- Multiplicity: 1
- HOMO energy: -7.6 eV
- Energy relative to the best compared isomer or geometry (same formula, charge and spin): 0.00 kcal/mol

***

A structure of composition C52H73CaN8O2PSSi in a non-equilibrium geometry. Source: OMol25; level of theory: ωB97M-V with the def2-TZVPD basis set.

Atoms and positions in Å:
Ca 0.953 0.032 0.551
O -0.748 -1.025 3.488
C -0.312 0.098 3.194
O -0.507 0.701 2.083
C 0.532 0.840 4.211
C 0.171 0.676 5.546
C 0.839 1.319 6.574
C 1.922 2.130 6.247
C 2.313 2.273 4.930
C 1.646 1.638 3.863
S 2.320 1.877 2.256
H -0.662 0.014 5.753
H 0.531 1.186 7.605
H 2.476 2.644 7.026
H 3.173 2.884 4.686
C -5.652 1.937 0.609
C -4.125 1.838 0.581
C -3.526 3.093 -0.062
C -3.642 1.790 2.038
P -3.386 0.323 -0.295
C -4.294 -0.976 0.634
C -5.552 -1.513 0.363
C -6.118 -2.466 1.203
C -5.447 -2.871 2.349
C -4.203 -2.329 2.639
C -3.620 -1.412 1.778
C -3.973 0.316 -2.086
C -2.927 1.154 -2.850
C -3.832 -1.127 -2.599
C -5.363 0.851 -2.435
H -5.938 2.753 1.283
H -6.099 1.021 1.000
H -6.091 2.148 -0.365
H -3.745 3.962 0.569
H -3.943 3.287 -1.053
H -2.441 3.007 -0.148
H -3.929 2.730 2.524
H -2.562 1.674 2.109
H -4.114 0.977 2.591
H -6.100 -1.194 -0.514
H -7.091 -2.881 0.966
H -5.893 -3.608 3.009
H -3.656 -2.609 3.531
H -2.630 -1.033 2.023
H -1.910 0.800 -2.657
H -2.974 2.214 -2.591
H -3.110 1.063 -3.926
H -2.803 -1.483 -2.512
H -4.067 -1.147 -3.668
H -4.494 -1.826 -2.088
H -5.433 1.926 -2.260
H -6.169 0.363 -1.884
H -5.541 0.685 -3.503
C -1.168 7.040 -0.312
N -0.191 5.979 -0.351
C 0.967 5.895 0.391
C 1.494 4.665 0.125
N 0.689 3.991 -0.758
C -0.304 4.799 -1.015
H -0.677 7.972 -0.038
H -1.956 6.830 0.413
H -1.618 7.164 -1.297
H 1.285 6.694 1.038
H 2.373 4.209 0.549
H -1.129 4.592 -1.681
C -1.753 -3.250 -0.313
C -0.473 -3.527 0.388
N 0.370 -2.631 0.825
C 1.399 -3.323 1.430
C 1.190 -4.656 1.327
N -0.015 -4.789 0.657
C -0.652 -6.019 0.291
N -0.861 -6.881 1.439
N -0.419 -8.153 1.420
N -0.748 -8.741 2.510
C -1.429 -7.839 3.295
C -1.991 -7.976 4.570
C -2.609 -6.871 5.101
C -2.671 -5.647 4.397
C -2.123 -5.492 3.146
C -1.506 -6.628 2.610
H -1.864 -2.171 -0.381
H -2.612 -3.643 0.238
H -1.761 -3.640 -1.329
H 2.231 -2.809 1.882
H 1.760 -5.509 1.651
H -0.055 -6.606 -0.406
H -1.607 -5.777 -0.174
H -1.928 -8.915 5.105
H -3.053 -6.923 6.086
H -3.155 -4.801 4.867
H -2.151 -4.545 2.625
C 5.153 -1.448 1.597
Si 4.688 -0.817 -0.131
C 5.137 1.021 -0.196
C 5.976 -1.635 -1.289
C 2.946 -1.167 -0.495
H 6.182 -1.189 1.865
H 5.060 -2.538 1.645
H 4.488 -1.012 2.348
H 6.190 1.177 0.066
H 4.524 1.597 0.501
H 4.980 1.419 -1.203
H 7.008 -1.405 -0.998
H 5.829 -1.287 -2.316
H 5.855 -2.722 -1.289
H 2.769 -2.226 -0.277
H 2.678 -0.997 -1.547
C -2.545 -1.983 -6.178
C -1.601 -2.142 -5.009
C -1.361 -3.403 -4.475
C -0.489 -3.516 -3.379
C -0.148 -4.885 -2.846
C 0.091 -2.395 -2.827
C -0.073 -1.079 -3.381
C -0.978 -1.019 -4.488
N 0.586 -0.071 -2.810
C 1.012 1.076 -3.613
C 0.032 2.253 -3.533
C 2.360 1.493 -3.002
C 1.303 0.773 -5.097
H -3.102 -2.903 -6.364
H -2.003 -1.725 -7.092
H -3.266 -1.182 -5.994
H -1.826 -4.285 -4.906
H 0.319 -5.499 -3.621
H -1.041 -5.427 -2.513
H 0.550 -4.813 -2.013
H 0.786 -2.484 -1.995
H -1.230 -0.051 -4.909
H -0.153 2.499 -2.490
H -0.920 1.996 -4.016
H 0.437 3.143 -4.027
H 2.251 1.590 -1.930
H 2.743 2.433 -3.416
H 3.092 0.700 -3.175
H 0.411 0.714 -5.723
H 1.840 -0.174 -5.185
H 1.937 1.567 -5.503

- Frontier orbital gap: 5.06 eV
- Multiplicity: 1
- Total charge: -2
- HOMO energy: -1.3 eV
- Energy relative to the best compared isomer or geometry (same formula, charge and spin): 0.00 kcal/mol